1.
The following is a DFT calculation (ωB97M-V/def2-TZVPD) of C3H3LaO3 as an isolated structure.

```
10
Properties=species:S:1:pos:R:3:forces:R:3
H -0.65497 -2.13075 1.00060 0.03 0.29 -0.02
O -0.33419 0.07027 0.75390 0.27 0.10 0.25
C 0.31236 -0.60528 1.57790 -0.75 0.48 -1.62
O 0.05914 -1.93300 1.61817 0.25 -0.56 0.62
O 1.21352 -0.19935 2.35599 2.08 0.92 0.26
La 3.58439 1.32837 1.92773 -1.93 -1.14 0.26
H -0.98125 1.78692 -2.46325 -0.32 -1.09 -0.49
C -1.15792 0.60781 -2.25075 1.75 0.22 5.14
C -1.21580 0.71670 -3.49449 -0.13 0.43 -0.87
H -0.82528 0.35831 -1.02581 -1.24 0.36 -3.55
```
Forces are in eV/Å.

Results
* LUMO level (spin up / spin down): -1.609 / -1.590 eV
* Kohn-Sham gap (spin up / spin down): 5.48 / 5.47 eV
* maximum force: 5.44 eV Å⁻¹
* E_tot: -10153.8481 eV

natural (NBO) population analysis, charges in e, atoms 1 to 6: number 1, H, carries 0.493; number 2, O, carries -0.775; number 3, C, carries 0.987; number 4, O, carries -0.708; number 5, O, carries -0.888; number 6, La, carries 0.933



2.
The following is a DFT calculation (ωB97M-V/def2-TZVPD) of a 8-piece molecular cluster, C51H62F7N2O26P overall.

```
149
Properties=species:S:1:pos:R:3:forces:R:3
C 0.56914 2.99865 -9.09472 -0.12 -0.15 0.11
C -0.52540 3.42902 -8.12491 -0.14 -0.22 -0.23
C -0.29037 2.95348 -6.69933 0.08 0.44 0.03
C -1.51797 3.12456 -5.80071 0.32 -0.47 0.15
C -1.18052 3.14502 -4.29669 -0.31 0.28 0.08
C -1.58823 4.43180 -3.54110 0.17 -0.38 0.02
C -2.43653 4.17385 -2.28671 -0.01 0.55 -0.15
C -2.27568 5.26948 -1.21273 -0.40 -0.14 0.24
C -1.87459 4.74998 0.17669 0.13 0.20 -0.40
C -0.67845 3.80654 0.16370 -0.27 0.07 0.24
C -0.14741 3.53910 1.56120 -0.12 0.03 -0.01
C 0.87578 2.41028 1.60495 -0.05 -0.06 0.32
C 1.79957 2.45583 2.83621 -0.07 0.04 -0.39
C 3.30108 2.35674 2.49299 -0.51 -0.04 0.25
C 3.81854 0.95984 2.62221 0.25 0.07 0.12
C 4.32973 0.26725 1.53276 -0.02 -0.32 -0.16
C 4.81138 -1.04329 1.61263 -0.04 0.27 0.13
P 5.39579 -1.89205 0.09868 0.46 -0.40 0.23
N 5.76491 -0.52104 -0.87452 -0.10 -0.24 -0.11
O 3.95118 -2.27719 -0.61614 -0.13 0.25 -0.10
C 4.85046 -1.73333 2.83847 -0.01 0.25 0.16
C 5.37538 -3.13601 2.99445 -0.14 0.06 0.07
C 4.32233 -1.03939 3.92238 0.08 0.11 0.01
C 3.81510 0.25275 3.81419 0.16 -0.09 0.01
C 3.30765 0.67664 5.14904 -0.01 0.10 0.25
O 3.02302 1.76652 5.55751 -0.42 -0.17 -0.15
N 3.35210 -0.49239 5.95113 -0.06 -0.10 -0.57
O 2.30795 -0.76635 6.84546 0.81 0.37 0.38
C 1.84862 -2.08229 6.68138 0.18 -0.55 0.28
O 2.10300 -2.88409 7.52631 -0.32 0.34 -0.02
C 1.04346 -2.38142 5.47272 0.09 0.21 -0.11
C 0.69569 -3.71382 5.29577 0.09 -0.34 0.02
C -0.04809 -4.09991 4.20456 -0.22 -0.06 -0.15
C -0.45952 -3.14846 3.28727 -0.13 0.03 -0.22
C -0.12552 -1.81458 3.45544 0.05 0.17 -0.10
C 0.62853 -1.42180 4.54907 0.17 -0.10 0.31
C 4.18253 -1.47752 5.34745 -0.06 0.07 0.03
O 4.70524 -2.38823 5.92677 -0.42 -0.25 -0.05
H 0.29203 3.21076 -10.12657 0.09 0.13 -0.06
H 1.52214 3.47512 -8.86829 0.05 0.07 -0.03
H 0.71863 1.92016 -9.01880 0.05 -0.05 -0.02
H -0.63724 4.51564 -8.14527 0.00 0.05 0.07
H -1.47921 3.02754 -8.48315 -0.05 -0.03 0.02
H 0.01888 1.90626 -6.70316 0.01 -0.07 -0.01
H 0.55344 3.50540 -6.27488 0.02 0.00 0.00
H -2.06704 4.02179 -6.08914 -0.03 0.08 -0.01
H -2.16488 2.26408 -5.98488 -0.26 0.15 -0.17
H -1.68837 2.31087 -3.81015 0.03 -0.13 -0.01
H -0.11237 2.97213 -4.16689 -0.34 0.05 0.02
H -2.14333 5.09299 -4.20737 0.05 0.16 -0.03
H -0.67958 4.95585 -3.24053 0.01 0.14 -0.03
H -3.48680 4.15187 -2.57544 -0.02 -0.23 -0.06
H -2.19743 3.18988 -1.89028 0.05 -0.06 0.12
H -1.58055 6.04095 -1.55021 0.19 -0.10 -0.02
H -3.23543 5.77791 -1.09814 0.01 0.13 -0.02
H -1.60439 5.60623 0.80205 -0.17 0.06 0.08
H -2.74114 4.26903 0.62964 0.06 -0.11 0.15
H -0.96201 2.84719 -0.26997 0.10 -0.02 -0.23
H 0.10445 4.26705 -0.44561 0.13 -0.22 -0.13
H 0.25432 4.47129 1.96776 0.16 -0.02 0.06
H -0.98403 3.24495 2.19707 -0.06 0.20 0.11
H 0.30664 1.47928 1.65785 0.04 -0.13 -0.35
H 1.45473 2.38657 0.67960 0.07 0.04 -0.04
H 1.63091 3.37594 3.39246 -0.06 0.03 0.05
H 1.51653 1.63540 3.49107 0.06 0.08 0.24
H 3.84865 3.02240 3.15636 0.16 -0.06 0.04
H 3.45102 2.69699 1.47145 0.14 0.09 -0.02
H 4.34175 0.75783 0.56711 0.04 0.00 -0.02
H 5.61676 -0.75906 -1.85102 0.07 0.03 -0.04
H 6.76505 -0.37722 -0.77499 0.04 0.22 -0.10
H 3.47900 -2.89038 -0.04210 -0.12 -0.08 -0.11
H 5.62511 -3.32557 4.03261 0.06 -0.03 0.03
H 6.24467 -3.31080 2.36822 0.03 -0.03 -0.07
H 4.60258 -3.85622 2.71675 0.02 -0.08 -0.06
H 1.02234 -4.45214 6.01252 0.07 0.06 0.13
H -0.32595 -5.13323 4.05735 0.03 -0.07 0.04
H -1.05196 -3.44796 2.43349 0.00 -0.01 -0.08
H -0.43915 -1.08563 2.72021 -0.03 0.09 0.01
H 0.88715 -0.38367 4.70650 -0.05 0.07 -0.05
O 1.64846 1.92592 -4.37228 0.37 -0.10 -0.05
C 1.96162 0.82090 -4.09245 0.09 -0.24 -0.05
O 1.14630 -0.11158 -3.55323 0.03 -0.01 0.00
C 1.84522 -1.36019 -3.50899 0.05 -0.02 0.03
C 3.28532 -0.90466 -3.53414 -0.11 0.05 -0.11
F 4.10133 -1.77876 -4.18432 -0.01 0.06 -0.02
O 3.21758 0.30272 -4.26438 -0.02 0.12 0.20
H 1.60126 -1.94677 -4.39428 0.05 -0.02 -0.03
H 1.58913 -1.91862 -2.61741 -0.11 0.14 0.08
H 3.69519 -0.70815 -2.54483 0.04 -0.05 -0.02
O -6.04026 5.53682 -1.87724 -0.01 0.05 -0.08
C -6.47243 4.46252 -1.64174 -0.03 -0.07 -0.03
O -7.70442 4.20922 -1.13537 -0.04 -0.05 0.01
C -7.90749 2.79286 -1.12168 -0.10 0.00 0.09
C -6.48551 2.27687 -1.12811 0.04 0.01 -0.12
F -6.35968 1.11310 -1.81544 -0.02 -0.02 -0.07
O -5.79738 3.29214 -1.82769 0.04 0.09 0.24
H -8.43168 2.49092 -2.03019 0.06 -0.06 -0.03
H -8.47576 2.49107 -0.24763 0.03 0.13 0.07
H -6.04213 2.15380 -0.13880 0.01 -0.14 0.00
O 0.85429 -6.41550 1.82748 -0.02 0.06 -0.09
C 1.03033 -7.36599 2.51400 0.10 0.11 0.08
O 2.20362 -8.01942 2.64495 0.02 -0.09 0.03
C 2.06192 -9.00202 3.67886 0.08 -0.05 0.00
C 0.56170 -9.21494 3.70102 0.04 0.11 0.07
F 0.09484 -9.48805 4.93818 0.00 0.08 0.03
O 0.07538 -7.94935 3.28297 -0.11 -0.16 -0.16
H 2.40855 -8.58688 4.62578 -0.07 -0.01 0.05
H 2.62975 -9.89503 3.43694 0.02 0.06 -0.15
H 0.19911 -9.97871 3.01135 -0.04 -0.05 0.07
O 5.00676 5.33205 -0.67431 -0.07 0.00 -0.06
C 5.54559 5.39549 0.37334 -0.07 0.06 0.09
O 6.40055 6.37357 0.75840 0.04 0.01 0.06
C 6.72523 6.17789 2.13630 0.09 0.07 0.01
C 6.43581 4.70262 2.31926 -0.15 0.07 -0.01
F 5.98428 4.41772 3.56451 -0.06 0.01 -0.03
O 5.40301 4.47986 1.37952 0.29 -0.07 -0.09
H 6.06363 6.78046 2.76012 -0.03 -0.07 0.05
H 7.75967 6.44884 2.32593 0.02 0.00 -0.15
H 7.27481 4.04244 2.09229 0.01 -0.05 0.11
O -0.78269 -2.86019 -3.44380 -0.06 0.01 0.01
C -0.57114 -3.90926 -2.94186 -0.12 -0.02 0.10
O 0.61223 -4.28608 -2.40136 0.08 -0.07 0.07
C 0.43675 -5.55422 -1.75685 0.11 -0.05 -0.01
C -0.77565 -6.09978 -2.48196 -0.06 0.07 0.08
F -1.55469 -6.86789 -1.68264 -0.02 0.08 0.02
O -1.47639 -4.92119 -2.83038 0.07 -0.09 -0.21
H 0.22459 -5.40567 -0.69939 -0.08 -0.05 0.08
H 1.32844 -6.16402 -1.87031 0.04 0.11 -0.11
H -0.55110 -6.66023 -3.39128 -0.04 -0.09 0.04
O -7.91402 -0.22416 0.45142 0.09 0.06 -0.04
C -7.84160 -1.16461 -0.26871 0.00 0.09 -0.12
O -8.89142 -1.90243 -0.67969 -0.02 -0.05 -0.05
C -8.42577 -2.86381 -1.63325 -0.07 -0.08 -0.01
C -6.95634 -2.96363 -1.28144 0.08 0.13 -0.19
F -6.18603 -3.19828 -2.36382 0.00 0.06 0.01
O -6.68008 -1.66227 -0.78028 -0.19 -0.24 0.26
H -8.55512 -2.47247 -2.64267 0.09 0.00 -0.02
H -8.96758 -3.79850 -1.52608 -0.06 0.05 0.14
H -6.71781 -3.70000 -0.51189 0.06 -0.05 -0.05
O -3.14856 2.07318 1.76830 -0.17 -0.07 0.00
C -3.57685 0.97320 1.84448 0.24 -0.08 -0.21
O -4.84618 0.63616 2.15096 -0.03 -0.09 0.02
C -4.99012 -0.77969 1.97733 -0.14 -0.06 0.14
C -3.56010 -1.26261 2.11339 -0.14 0.14 -0.23
F -3.31222 -2.34422 1.32748 0.03 0.04 -0.02
O -2.82830 -0.15656 1.62933 0.04 0.04 0.35
H -5.38465 -0.97981 0.98372 0.15 -0.06 -0.05
H -5.66215 -1.19225 2.72471 0.00 0.20 0.11
H -3.24475 -1.49554 3.13272 0.05 -0.09 -0.04
```
Forces are in eV/Å.

Results
* LUMO level: -0.651 eV
* Kohn-Sham gap: 7.98 eV
* maximum force: 0.96 eV Å⁻¹
* E_tot: -138419.7258 eV

Mulliken population analysis, charges in e, atoms 1 to 6: number 1, C, carries -1.324; number 2, C, carries -0.436; number 3, C, carries -0.411; number 4, C, carries -0.932; number 5, C, carries 0.051; number 6, C, carries -1.107



3.
The following is a DFT calculation (ωB97M-V/def2-TZVPD) of the molecule C3H5N3O.

```
12
Properties=species:S:1:pos:R:3:forces:R:3
H -0.17236 -1.23704 2.48583 -1.86 1.97 -0.43
N -0.85524 -0.51106 1.97795 3.88 -3.11 -0.33
C -0.23344 -0.34266 0.86638 -1.12 1.87 0.98
C -1.03476 0.50564 -0.21557 -1.96 -0.40 2.71
C -0.14661 0.35481 -1.35043 1.70 0.39 -1.57
O -0.26412 0.37148 -2.54900 -1.09 0.34 -0.34
N 1.12121 0.22308 -0.82417 0.95 -1.32 1.13
N 1.14626 -0.72624 0.39083 -3.25 1.83 -2.67
H -2.07173 0.03646 -0.27192 1.48 0.55 -0.36
H -1.24771 1.59319 0.16946 0.90 -1.97 -0.89
H 1.83969 0.01884 -1.50155 -0.06 -0.43 -0.15
H 1.91880 -0.28651 0.82219 0.42 0.29 1.92
```
Forces are in eV/Å.

Results
* LUMO level: 0.604 eV
* Kohn-Sham gap: 10.24 eV
* relative energy (zero: lowest compared OMol25 entry of this formula, charge and spin): 291.3 kJ/mol
* maximum force: 4.99 eV Å⁻¹
* E_tot: -9707.5647 eV

natural (NBO) population analysis, charges in e, atoms 1 to 6: number 1, H, carries 0.333; number 2, N, carries -0.607; number 3, C, carries 0.428; number 4, C, carries -0.586; number 5, C, carries 0.637; number 6, O, carries -0.552



4.
The following is a DFT calculation (ωB97M-V/def2-TZVPD) of an isolated ion of composition C2H4NO4 and charge -1.

```
11
Properties=species:S:1:pos:R:3:forces:R:3
N -1.04055 -1.14171 -0.03213 -0.82 -0.63 -1.60
O 0.36023 -1.26331 -0.01038 -0.27 0.72 -1.00
C 1.01385 0.03675 -0.01710 1.43 -0.02 -2.03
O 0.40986 1.07809 -0.71849 -0.37 -0.89 -0.18
C 2.50764 -0.11353 -0.78691 -4.21 0.38 2.70
O 2.35123 0.41836 -1.88033 1.67 0.43 -2.65
O 3.37904 -0.58354 -0.10786 2.27 -0.95 0.17
H -1.37604 -0.70810 -0.94406 1.05 -0.44 1.46
H -1.28794 -0.50365 0.68985 -0.28 0.79 0.68
H 1.13200 0.30009 0.98471 0.16 0.56 1.95
H 1.05136 1.05924 -1.52913 -0.63 0.07 0.52
```
Forces are in eV/Å.

Results
* LUMO level: 4.174 eV
* Kohn-Sham gap: 8.23 eV
* charge: -1
* relative energy (zero: lowest compared OMol25 entry of this formula, charge and spin): 377.3 kJ/mol
* maximum force: 5.01 eV Å⁻¹
* E_tot: -11818.5398 eV

natural (NBO) population analysis, charges in e, atoms 1 to 6: number 1, N, carries -0.537; number 2, O, carries -0.421; number 3, C, carries 0.202; number 4, O, carries -0.792; number 5, C, carries 0.781; number 6, O, carries -0.762



5.
The following is a DFT calculation (ωB97M-V/def2-TZVPD) of C27H35ClNO4ReS3Si as an isolated structure.

```
73
Properties=species:S:1:pos:R:3:forces:R:3
Re -0.62486 -0.69676 0.48352 -2.15 0.75 -0.25
C -3.16626 -2.19630 -1.30600 -0.10 0.00 -0.10
C -4.05920 -1.52754 -0.27097 0.01 0.04 -0.05
S -3.17961 -0.66572 1.07686 0.13 -0.33 0.28
C -3.93335 0.95584 1.03237 -0.06 0.09 -0.13
C -3.47313 1.81294 -0.12194 -0.05 0.15 0.13
S -1.67251 1.73253 -0.41875 0.72 -0.59 0.03
C -1.71406 1.41608 -2.18829 -0.15 0.20 -0.10
C -2.28386 0.07637 -2.58427 0.03 -0.01 -0.12
S -1.61294 -1.35385 -1.67944 0.40 -0.37 0.46
H -2.88800 -3.19572 -0.99568 0.04 -0.01 0.00
H -3.69435 -2.28580 -2.25703 -0.05 -0.03 0.04
H -4.72865 -0.79573 -0.72349 0.02 0.01 0.01
H -4.66302 -2.29376 0.21382 -0.03 0.03 -0.02
H -5.01727 0.82815 1.02983 0.01 0.04 -0.03
H -3.67661 1.41680 1.98294 -0.10 -0.01 0.04
H -3.96126 1.53649 -1.05434 -0.01 -0.05 0.02
H -3.71194 2.85709 0.08336 0.03 0.01 -0.10
H -2.28827 2.21579 -2.66069 0.02 0.02 0.04
H -0.68544 1.51166 -2.51290 -0.03 0.03 -0.07
H -3.36677 0.03369 -2.47162 0.00 0.06 0.02
H -2.05360 -0.08574 -3.63810 -0.02 -0.05 0.00
C -0.81775 1.60664 2.66016 0.24 0.02 0.07
N -0.30202 0.23206 2.51108 -0.47 -0.25 0.06
C -0.93115 -0.60877 3.56999 0.17 0.08 0.10
C 1.15870 0.26750 2.77220 0.07 -0.01 -0.02
C 1.72478 -1.03117 2.32485 -0.04 -0.10 0.00
C 2.75825 -1.66599 2.99869 -0.01 0.02 -0.02
C 3.25569 -2.86710 2.52352 0.02 -0.01 0.00
C 2.73086 -3.41377 1.36118 0.01 -0.02 -0.01
C 1.71059 -2.77285 0.68123 -0.08 0.03 0.07
C 1.15252 -1.58791 1.17336 0.42 -0.06 -0.12
H -0.54118 1.99274 3.64492 -0.03 0.01 0.00
H -1.89826 1.60882 2.58610 -0.05 0.02 0.02
H -0.38718 2.24758 1.89527 0.05 0.04 0.03
H -0.73050 -0.15415 4.54333 -0.01 -0.01 0.01
H -0.51419 -1.61063 3.53610 0.01 0.02 0.01
H -2.00390 -0.67473 3.41567 -0.02 0.01 0.00
H 1.33487 0.47317 3.83239 -0.02 -0.01 0.00
H 1.57755 1.08335 2.18430 -0.01 0.06 0.06
H 3.17059 -1.21934 3.89536 -0.01 0.01 0.01
H 4.05078 -3.37269 3.05395 0.02 0.00 -0.01
H 3.12485 -4.34297 0.97276 0.00 -0.02 0.00
H 1.35104 -3.20232 -0.24182 -0.02 -0.01 -0.01
O -2.73098 -4.48367 1.04246 0.19 0.14 0.02
Cl -1.39458 -3.97546 1.03060 -0.11 -0.25 0.32
O -0.52231 -4.69197 1.88745 -0.18 0.19 -0.15
O -0.89169 -3.89797 -0.31379 0.02 0.05 0.07
O -1.50289 -2.54519 1.56492 0.77 -0.04 -0.57
C 1.08819 1.09489 -5.42807 0.01 0.01 -0.02
C 1.41809 2.09391 -4.52313 -0.03 0.00 0.00
C 1.50250 1.80570 -3.16796 0.06 -0.02 0.00
C 1.24586 0.51869 -2.68275 0.00 0.05 -0.04
C 0.95669 -0.48067 -3.61824 -0.05 0.01 0.01
C 0.87532 -0.19963 -4.97504 -0.04 -0.01 0.01
Si 1.43349 0.02652 -0.86359 0.35 0.07 0.09
C 2.35032 1.41978 -0.01383 0.16 0.17 -0.10
C 1.84027 2.71863 0.09617 -0.02 -0.07 0.05
C 2.59525 3.74962 0.63387 0.00 0.00 0.05
C 3.88261 3.49674 1.08968 -0.01 0.02 0.02
C 4.40576 2.21601 1.00080 0.00 -0.02 0.03
C 3.64821 1.19048 0.45036 -0.02 -0.01 -0.02
H 1.02260 1.31833 -6.48457 0.01 0.00 -0.01
H 1.61453 3.09855 -4.87392 0.03 0.01 0.00
H 1.78348 2.59579 -2.48286 -0.01 0.02 0.01
H 0.80591 -1.50273 -3.28815 0.03 -0.03 0.01
H 0.65803 -0.99216 -5.67962 0.00 -0.01 0.00
H 2.42079 -1.05444 -1.01610 -0.07 -0.08 -0.05
H 0.83228 2.93756 -0.24025 -0.01 0.03 -0.07
H 2.18557 4.74963 0.69501 -0.01 0.01 0.01
H 4.47580 4.29766 1.51035 0.01 0.01 0.00
H 5.40891 2.01598 1.35404 0.01 -0.01 0.00
H 4.07204 0.19543 0.38237 0.02 -0.02 -0.02
```
Forces are in eV/Å.

Results
* spin multiplicity: 2
* LUMO level (spin up / spin down): -3.857 / -4.236 eV
* Kohn-Sham gap (spin up / spin down): 7.04 / 6.53 eV
* charge: +1
* relative energy (zero: lowest compared OMol25 entry of this formula, charge and spin): 98.1 kJ/mol
* ⟨S²⟩: 0.76
* maximum force: 2.29 eV Å⁻¹
* E_tot: -93269.5131 eV

Mulliken population analysis, charges in e, atoms 1 to 6: number 1, Re, carries -0.389; number 2, C, carries -0.960; number 3, C, carries -1.084; number 4, S, carries 0.370; number 5, C, carries -1.125; number 6, C, carries -0.981